Version a
10
Properties=species:S:1:pos:R:3 method="wB97M-V/def2-TZVPD" e_lumo_ev=0.5 smiles="O=CO.O=CO" spin_multiplicity=1
O 0.142 1.604 -0.567
C -0.629 1.453 0.325
O -1.601 0.518 0.282
H -0.660 2.115 1.204
H -2.088 0.502 1.115
O 1.186 -0.695 0.705
C 1.327 -1.326 -0.305
O 0.390 -1.459 -1.250
H 2.239 -1.887 -0.531
H -0.306 -0.824 -0.977

Version b
10
Properties=species:S:1:pos:R:3 method="wB97M-V/def2-TZVPD" e_lumo_ev=0.6 spin_multiplicity=1
C 1.183 -0.689 -0.834
C -0.290 0.027 0.285
O 0.951 -1.165 -1.899
O -0.244 -0.217 1.596
O -0.116 1.395 0.196
O -1.458 -0.419 -0.326
H 2.122 -0.200 -0.700
H 0.355 0.262 2.083
H -0.318 1.627 -0.661
H -2.185 -0.621 0.260

Energies, relative to the best one, in eV: version a 0.000; version b 2.362.

Version a
17
Properties=species:S:1:pos:R:3 method="wB97M-V/def2-TZVPD" e_lumo_ev=-5.6 total_charge=+1 spin_multiplicity=1
C -2.241 -0.920 0.158
C -5.498 0.142 -0.149
C -0.025 0.159 0.001
C 0.619 -0.995 -0.638
C 0.924 1.256 0.237
N -3.528 -1.020 0.301
N -4.341 0.003 0.079
N -1.371 0.196 0.208
O -6.533 0.522 -0.356
H -1.947 -1.949 0.145
H 0.906 -1.855 0.122
H -0.043 -1.505 -1.385
H 1.508 -0.480 -1.028
H 1.563 0.998 1.104
H 1.701 1.450 -0.631
H 0.341 2.198 0.615
H -1.736 0.937 0.797

Version b
17
Properties=species:S:1:pos:R:3 method="wB97M-V/def2-TZVPD" e_lumo_ev=-5.2 total_charge=+1 spin_multiplicity=1
C 0.008 0.196 -1.685
C 1.058 2.256 -1.248
C -0.426 -1.049 1.460
C -1.741 -1.975 1.547
C 1.305 0.746 -1.102
N -0.649 -0.398 -0.789
N 1.132 0.375 0.329
N -0.002 -0.356 0.412
O 0.756 2.901 -0.254
H -0.044 0.165 -2.751
H 1.173 2.717 -2.176
H 0.139 -0.825 2.339
H -1.469 -2.615 2.358
H -1.917 -2.456 0.575
H -2.575 -1.282 1.667
H 2.047 0.297 -1.600
H 1.207 1.305 0.916

Version c
17
Properties=species:S:1:pos:R:3 method="wB97M-V/def2-TZVPD" e_lumo_ev=-4.5 smiles="COn1cccnc1=[NH2+]" total_charge=+1 spin_multiplicity=1
C 1.930 0.590 1.116
C 0.641 -0.085 1.199
C 2.216 1.263 -0.079
C 0.225 0.724 -1.049
C -1.889 -1.607 0.631
N 1.418 1.271 -1.162
N -0.204 0.078 0.199
N -0.728 0.753 -1.950
O -1.508 -0.334 0.195
H 2.759 0.504 1.791
H 0.253 -0.656 2.056
H 3.164 1.695 -0.428
H -2.984 -1.413 0.550
H -1.650 -1.942 1.595
H -1.483 -2.500 0.070
H -0.549 1.388 -2.722
H -1.610 0.270 -2.013

Energies, relative to the best one, in eV: version a 0.782; version b 1.447; version c 0.000.

Version a
20
Properties=species:S:1:pos:R:3 method="wB97M-V/def2-TZVPD" e_lumo_ev=-3.5 smiles="[H]/N=C1/C=CC[N@@H+](C)C1=C" total_charge=+1 spin_multiplicity=1
C 1.452 -1.704 -0.250
C 0.226 -2.043 -0.612
C 1.806 -0.269 -0.036
C 0.598 0.867 -0.381
C 0.803 2.072 -0.855
C -0.928 -1.068 -0.599
C -0.948 0.427 1.319
N 2.756 0.036 0.682
N -0.709 0.295 -0.127
H 2.330 -2.396 -0.148
H -0.121 -3.052 -0.869
H 0.188 2.902 -1.210
H 1.914 2.230 -0.925
H -1.298 -1.001 -1.700
H -1.807 -1.540 0.047
H -0.304 -0.170 1.826
H -0.777 1.535 1.607
H -1.925 0.179 1.666
H 2.919 1.047 0.863
H -1.435 1.022 -0.455

Version b
20
Properties=species:S:1:pos:R:3 method="wB97M-V/def2-TZVPD" e_lumo_ev=-4.8 smiles="CCC1=[NH+]C=NC=CC1" total_charge=+1 spin_multiplicity=1
C -0.387 0.894 2.784
C 1.591 -0.159 2.116
C -1.069 -0.529 0.811
C -1.287 0.563 1.814
C 0.142 0.041 0.201
C 0.192 -0.617 -2.189
C 0.012 0.562 -1.186
N 0.802 0.270 3.018
N 1.357 -0.139 0.722
H -0.709 1.682 3.508
H 2.585 -0.485 2.573
H -1.021 -1.397 1.353
H -1.948 -0.550 -0.012
H -2.228 1.074 1.508
H 0.415 -1.599 -1.629
H 1.058 -0.521 -2.876
H -0.709 -0.831 -2.789
H -0.902 1.058 -1.162
H 0.606 1.468 -1.220
H 2.188 -0.120 0.152

Energies, relative to the best one, in eV: version a 0.805; version b 0.000.

Version a
42
Properties=species:S:1:pos:R:3 method="wB97M-V/def2-TZVPD" e_lumo_ev=-0.2 smiles="C=CC/C(C)=C/N.O.O.O.O.O.O.O.O" spin_multiplicity=1
C 1.040 -0.632 -0.049
C 1.141 0.489 0.902
C 0.970 1.767 0.581
N 0.343 2.077 -0.715
C 1.627 -0.029 2.178
C 0.911 -1.368 2.461
C 1.195 -2.605 3.012
H 2.089 -1.195 0.021
H 0.499 -1.618 0.222
H 0.788 -0.306 -1.082
H 1.240 2.639 1.183
H 0.114 1.250 -1.243
H -0.285 2.617 -0.808
H 1.472 0.833 2.902
H 2.698 -0.063 2.155
H -0.145 -1.278 2.279
H 0.300 -3.282 3.228
H 2.256 -3.072 3.296
H -2.080 -1.957 2.301
H -1.804 -0.372 2.387
O -2.049 -1.140 1.894
H -3.197 -1.625 -1.101
H -3.561 -2.511 0.124
O -3.941 -1.733 -0.479
H 0.779 -2.262 -2.199
H 1.935 -3.148 -2.685
O 1.652 -2.411 -1.944
H 2.663 3.117 -2.520
H 1.685 2.023 -2.899
O 2.373 2.601 -3.189
H -2.233 3.197 0.856
H -2.361 3.545 2.305
O -2.203 4.032 1.409
H -1.293 -0.422 -2.843
H -2.261 0.469 -3.539
O -1.988 -0.514 -3.566
H 3.494 -0.814 -1.582
H 2.822 0.573 -1.270
O 3.382 0.165 -1.865
H -3.102 0.585 0.589
H -3.889 1.219 -0.574
O -3.074 1.156 -0.134

Version b
42
Properties=species:S:1:pos:R:3 method="wB97M-V/def2-TZVPD" e_lumo_ev=0.4 smiles=CN1CCC[C@H]1CO.O.O.O.O.O.O.O spin_multiplicity=1
C -2.954 -0.581 -0.203
N -1.521 -0.720 0.000
C -1.177 -1.167 1.348
C 0.289 -0.810 1.513
C 0.559 0.244 0.432
C -0.776 0.546 -0.216
C -0.689 0.745 -1.723
O 0.513 1.518 -1.995
H -3.319 -1.602 -0.239
H -3.475 -0.037 0.589
H -3.195 -0.029 -1.112
H -1.366 -2.236 1.466
H -1.830 -0.672 2.081
H 0.427 -0.452 2.530
H 0.933 -1.638 1.300
H 1.121 1.078 0.791
H 1.210 -0.245 -0.294
H -1.356 1.332 0.280
H -1.519 1.300 -2.127
H -0.615 -0.252 -2.144
H 0.423 1.937 -2.863
H 2.666 -3.648 1.593
H 1.283 -3.793 0.791
O 2.163 -3.402 0.800
H -3.159 2.323 3.553
H -2.424 1.982 2.296
O -3.249 1.770 2.770
H 2.803 -2.831 -0.972
H 2.364 -2.532 -2.355
O 2.848 -2.120 -1.625
H 2.367 1.101 -2.031
H 3.423 0.008 -1.784
O 3.273 0.950 -1.713
H -0.822 3.769 2.378
H -0.191 3.274 1.083
O -0.581 2.945 1.930
H 1.651 3.300 0.140
H 0.598 2.846 -0.886
O 0.793 3.546 -0.225
H -0.358 -2.690 -0.476
H -1.168 -3.741 -1.195
O -0.265 -3.505 -0.977

Energies, relative to the best one, in eV: version a 6.229; version b 0.000.